## one
{"formula": "C7H6BrNS", "method": "wB97M-V/def2-TZVPD", "elements": ["C", "C", "C", "C", "C", "C", "C", "N", "S", "Br", "H", "H", "H", "H", "H", "H"], "coordinates": [[1.641, 1.674, 0.227], [2.120, 0.586, 0.939], [0.445, 1.569, -0.489], [1.449, -0.624, 0.969], [-0.147, 0.358, -0.410], [0.234, -0.751, 0.284], [-2.029, -1.520, -0.918], [-2.180, -0.142, -1.028], [-0.804, -2.146, 0.371], [-3.174, 0.680, 0.305], [2.165, 2.618, 0.238], [3.025, 0.686, 1.516], [0.032, 2.398, -1.034], [1.809, -1.448, 1.561], [-2.949, -2.050, -0.662], [-1.634, -1.887, -1.868]], "homo_ev": [-8.514, -8.514]}



## two
{"formula": "C7H6BrNS", "method": "wB97M-V/def2-TZVPD", "elements": ["C", "C", "C", "C", "C", "C", "C", "N", "S", "Br", "H", "H", "H", "H", "H", "H"], "coordinates": [[-1.323, -2.094, 0.099], [-0.676, -0.066, 0.448], [0.365, -0.492, -0.265], [-2.003, 1.411, 1.741], [2.558, -0.044, -2.128], [-0.932, 1.267, 1.001], [2.220, 0.267, -0.891], [-1.637, -1.035, 0.707], [0.171, -2.075, -0.744], [3.062, 1.204, 0.474], [-1.944, -2.872, -0.239], [-2.479, 2.164, 2.296], [-2.563, 0.500, 1.926], [3.368, 0.546, -2.617], [2.005, -0.753, -2.709], [-0.191, 2.073, 0.902]], "homo_ev": -8.579}



Quick one: most stable of them? one



## one
{"formula": "C5H11IN", "method": "wB97M-V/def2-TZVPD", "elements": ["C", "C", "C", "C", "C", "N", "I", "H", "H", "H", "H", "H", "H", "H", "H", "H", "H", "H"], "coordinates": [[1.276, 0.115, 0.422], [-0.023, 0.555, 0.108], [3.179, 0.513, 0.961], [-1.896, -0.830, 0.648], [-1.593, 0.380, -1.589], [-0.988, -0.343, -0.440], [4.526, 0.021, -0.582], [1.505, -1.005, 0.360], [3.204, 1.486, 1.262], [-0.463, 1.508, 0.606], [3.120, -0.248, 1.746], [-1.253, -1.170, 1.355], [-2.350, 0.013, 1.080], [-2.602, -1.675, 0.494], [-0.703, 0.507, -2.098], [-2.412, -0.121, -2.171], [-2.071, 1.385, -1.414], [-0.456, -1.091, -0.748]], "total_charge": 1, "homo_ev": -12.874}



## two
{"formula": "C5H11IN", "method": "wB97M-V/def2-TZVPD", "elements": ["C", "C", "C", "C", "C", "N", "I", "H", "H", "H", "H", "H", "H", "H", "H", "H", "H", "H"], "coordinates": [[-1.189, -0.789, -1.323], [0.088, -2.098, 1.948], [-0.282, 0.163, -0.849], [1.116, 0.207, -1.346], [0.190, 1.960, 0.775], [-0.631, 0.951, 0.157], [-0.737, -2.833, 0.293], [-0.979, -1.288, -2.253], [-2.236, -0.673, -1.091], [-0.536, -1.776, 2.763], [1.382, 1.222, -1.644], [1.252, -0.456, -2.194], [1.808, -0.092, -0.557], [-0.217, 2.200, 1.755], [1.215, 1.611, 0.893], [0.203, 2.876, 0.177], [-1.602, 0.936, 0.442], [1.155, -2.123, 2.054]], "total_charge": 1, "homo_ev": [-12.172, -12.172]}



Quick one: most stable of them? two



## one
{"formula": "C3H5ClN2", "method": "wB97M-V/def2-TZVPD", "elements": ["H", "N", "C", "N", "C", "C", "Cl", "H", "H", "H", "H"], "coordinates": [[3.741, 0.917, -0.159], [3.643, -0.036, -0.018], [2.387, -0.390, 0.038], [1.189, 0.372, -0.045], [-0.018, -0.274, 0.005], [-1.111, 0.486, 0.087], [-2.774, -0.132, -0.031], [2.157, -1.472, 0.284], [1.127, 1.367, -0.210], [-0.159, -1.362, -0.113], [-1.074, 1.518, 0.383]], "homo_ev": -8.590}



## two
{"formula": "C3H5ClN2", "method": "wB97M-V/def2-TZVPD", "elements": ["H", "N", "C", "N", "C", "C", "Cl", "H", "H", "H", "H"], "coordinates": [[-3.986, -0.374, 0.096], [-3.050, -0.767, -0.065], [-2.196, 0.182, 0.056], [-0.841, -0.042, -0.005], [0.026, 1.029, -0.032], [1.359, 0.928, -0.037], [2.209, -0.632, 0.023], [-2.454, 1.199, 0.321], [-0.572, -1.008, -0.117], [-0.468, 2.001, -0.040], [2.037, 1.761, -0.083]], "homo_ev": -8.572}



Quick one: most stable of them? two



## one
{"formula": "CH5N3S2", "method": "wB97M-V/def2-TZVPD", "elements": ["C", "N", "N", "N", "S", "S", "H", "H", "H", "H", "H"], "coordinates": [[-1.295, 0.405, -1.145], [0.540, 1.992, -0.149], [-0.575, -2.121, -0.824], [0.337, 0.669, -0.280], [-2.037, 1.777, -1.521], [-1.856, -1.164, -1.405], [0.706, 2.413, -1.060], [-0.163, 2.525, 0.375], [-0.830, -2.612, 0.025], [-0.292, -2.795, -1.524], [0.158, 0.220, 0.618]], "homo_ev": -8.240}



## two
{"formula": "CH5N3S2", "method": "wB97M-V/def2-TZVPD", "elements": ["C", "H", "H", "H", "H", "H", "N", "N", "N", "S", "S"], "coordinates": [[-0.484, 0.038, 0.680], [0.582, -1.101, -1.420], [-1.152, -1.344, -1.397], [0.181, -1.814, 1.520], [-0.471, 2.213, 0.113], [2.119, 1.747, 0.156], [-0.242, -1.743, -0.867], [-0.245, -1.196, 0.431], [-0.133, 1.215, -0.052], [-1.518, 0.713, 1.781], [1.364, 1.272, -0.945]], "homo_ev": -8.057}



Quick one: most stable of them? one



## one
{"formula": "C8H16NO", "method": "wB97M-V/def2-TZVPD", "elements": ["C", "C", "C", "C", "C", "C", "C", "C", "N", "O", "H", "H", "H", "H", "H", "H", "H", "H", "H", "H", "H", "H", "H", "H", "H", "H"], "coordinates": [[-1.747, -2.332, -0.213], [-1.411, -1.184, -0.184], [-1.882, -3.692, 0.102], [3.813, 0.571, 0.082], [2.424, 1.171, 0.054], [1.273, 0.409, -0.519], [-0.008, 0.757, 0.269], [-2.818, 1.378, 0.394], [-1.270, 0.165, -0.381], [-2.502, 2.628, 0.358], [-1.095, -4.125, 0.827], [-2.863, -3.882, 0.503], [-1.538, -4.179, -0.829], [4.281, 0.394, -0.829], [3.787, -0.305, 0.674], [4.517, 1.394, 0.407], [2.108, 1.495, 1.143], [2.639, 2.101, -0.424], [1.035, 0.468, -1.563], [1.377, -0.681, -0.526], [0.081, 0.339, 1.228], [-0.097, 1.787, 0.363], [-3.375, 0.955, -0.382], [-2.937, 0.952, 1.444], [-1.370, 0.443, -1.444], [-2.426, 2.973, -0.553]], "total_charge": 1, "homo_ev": [-13.153, -13.153]}



## two
{"formula": "C8H16NO", "method": "wB97M-V/def2-TZVPD", "elements": ["C", "C", "C", "C", "C", "C", "C", "C", "N", "O", "H", "H", "H", "H", "H", "H", "H", "H", "H", "H", "H", "H", "H", "H", "H", "H"], "coordinates": [[-2.460, -2.000, -0.664], [-2.062, -1.125, 0.076], [-3.077, -3.213, -1.292], [1.184, 2.735, 0.118], [2.401, -0.903, -0.069], [1.239, 1.597, 1.215], [0.984, -0.586, -0.334], [-0.965, 0.834, 0.277], [0.324, 0.376, 0.595], [-1.466, 1.648, 1.244], [-3.234, -2.667, -2.247], [-3.896, -3.394, -0.752], [-2.207, -3.933, -1.357], [0.333, 3.363, 0.153], [2.133, 3.432, 0.121], [1.227, 2.298, -0.801], [2.753, -1.717, -0.722], [3.091, -0.035, -0.411], [2.575, -1.117, 0.992], [0.760, 2.015, 2.004], [2.290, 1.342, 1.514], [0.345, -1.490, -0.234], [0.828, -0.206, -1.281], [-0.875, 1.245, -0.658], [0.175, -0.303, 1.423], [-2.399, 1.802, 1.089]], "total_charge": 1, "homo_ev": [-13.100, -13.100]}



Quick one: most stable of them? one



## one
{"formula": "CH5NO2Si", "method": "wB97M-V/def2-TZVPD", "elements": ["O", "N", "O", "C", "Si", "H", "H", "H", "H", "H"], "coordinates": [[0.726, 1.892, 0.926], [-0.202, 1.451, 0.276], [-0.795, 2.059, -0.584], [-0.539, 0.082, 0.522], [0.598, -1.089, -0.514], [-0.537, -0.127, 1.582], [-1.726, -0.191, 0.051], [0.733, -0.480, -1.835], [1.883, -1.246, 0.154], [-0.141, -2.351, -0.580]], "homo_ev": -10.993}



## two
{"formula": "CH5NO2Si", "method": "wB97M-V/def2-TZVPD", "elements": ["O", "N", "O", "C", "Si", "H", "H", "H", "H", "H"], "coordinates": [[-0.745, 2.030, -0.478], [-0.908, 0.848, -0.717], [-1.193, 0.410, -1.810], [-0.740, -0.203, 0.248], [1.179, -0.595, 0.322], [-1.089, 0.220, 1.277], [-1.264, -1.042, 0.028], [1.489, 0.526, 1.283], [1.476, -1.902, 0.810], [1.796, -0.293, -0.963]], "homo_ev": -10.949}



Quick one: most stable of them? two